# C36H72O27

A cluster of 9 separate species, C36H72O27 in total (the ωB97M-V functional and the def2-TZVPD basis, the OMol25 dataset).

- Structure (SMILES): CCOC(=O)OC.CCOC(=O)OC.CCOC(=O)OC.CCOC(=O)OC.CCOC(=O)OC.CCOC(=O)OC.CCOC(=O)OC.CCOC(=O)OC.CCOC(=O)OC
- Energy relative to the best compared isomer or geometry (same formula, charge and spin): 7.1884 eV
- Calculated total energy: -3446.25026 hartree
- Total charge: 0
- HOMO-LUMO gap: 10.76 eV
- E_HOMO: -10.4 eV

The geometry in XYZ format:
```
135
C36H72O27 the ωB97M-V functional and the def2-TZVPD basis
C -0.71994 -2.50587 -2.30290
C -1.32341 -1.50624 -1.27831
O -0.64636 -0.26050 -1.37587
C -0.54230 0.55533 -0.31578
O -0.70550 0.17493 0.88780
O -0.42833 1.77998 -0.84295
C -0.66977 2.86446 0.04824
H -0.95136 -2.00301 -3.24187
H -1.16000 -3.50293 -2.32085
H 0.35727 -2.63287 -2.19525
H -1.12183 -2.07503 -0.37059
H -2.38443 -1.25872 -1.31131
H -0.02036 2.73867 0.91458
H -1.74149 2.83806 0.24530
H -0.53376 3.81509 -0.46742
C -0.74844 -4.26602 3.34401
C -0.10438 -4.02073 1.93820
O 1.24378 -4.35092 1.98288
C 2.14284 -3.75328 1.34964
O 1.97228 -2.97277 0.38478
O 3.28930 -4.12217 1.81874
C 4.51788 -3.73542 1.17589
H -0.43193 -3.72059 4.23308
H -0.58411 -5.32405 3.54809
H -1.78638 -3.95262 3.23192
H -0.36219 -2.98455 1.71919
H -0.53164 -4.61082 1.12743
H 4.44437 -2.71195 0.80819
H 4.80859 -4.35848 0.33008
H 5.39229 -3.79380 1.82403
C -3.34949 -5.52379 -1.18629
C -3.78391 -4.86758 0.14153
O -3.66814 -3.48851 0.08224
C -4.13258 -2.75904 1.12703
O -4.72806 -3.15898 2.20941
O -3.74428 -1.53281 0.99100
C -3.99059 -0.47629 1.98638
H -3.87712 -4.98182 -1.97114
H -3.76187 -6.52995 -1.11092
H -2.26161 -5.50472 -1.25149
H -3.21436 -5.33434 0.94518
H -4.79690 -5.19956 0.36902
H -3.80305 -0.97960 2.93486
H -5.04109 -0.19968 2.07583
H -3.44630 0.41893 1.68566
C 4.25572 8.96660 3.11420
C 3.92173 7.49481 3.22900
O 2.46689 7.58799 2.94062
C 1.62457 6.58653 3.25024
O 1.96592 5.56133 3.90850
O 0.49086 6.77734 2.55201
C -0.54783 5.75002 2.47606
H 5.32462 9.17462 3.16171
H 3.65202 9.54318 3.81507
H 4.04333 9.28406 2.09331
H 4.17848 7.24053 4.25736
H 4.50686 6.80091 2.62550
H -1.41761 6.10592 3.02827
H -0.19847 4.75852 2.76410
H -0.92975 5.76392 1.45526
C 0.30137 6.45097 -1.62248
C 1.45702 7.21990 -0.91995
O 1.06257 8.41856 -0.28348
C 1.96209 9.39980 0.12490
O 3.16969 9.44124 -0.02711
O 1.24538 10.29632 0.91057
C 1.82494 11.45057 1.51249
H 0.85438 5.62296 -2.06597
H -0.31205 6.95119 -2.37188
H -0.37864 6.06220 -0.86450
H 2.14741 7.39826 -1.74436
H 1.88347 6.58081 -0.14677
H 1.84865 12.20395 0.72513
H 2.84630 11.24081 1.83020
H 1.20584 11.96465 2.24770
C 1.89324 -2.53233 -4.88870
C 3.20554 -2.98041 -4.29809
O 3.52808 -4.34511 -4.75324
C 4.30528 -4.49925 -5.83742
O 4.82326 -3.59707 -6.54170
O 4.47968 -5.87173 -6.04987
C 4.90423 -6.36025 -7.23811
H 1.92965 -2.40572 -5.97071
H 1.75693 -1.53382 -4.47337
H 1.11406 -3.20503 -4.53031
H 3.04742 -2.85679 -3.22672
H 4.08873 -2.42215 -4.60861
H 5.15214 -7.42077 -7.19392
H 5.70880 -5.75438 -7.65486
H 4.13667 -6.34475 -8.01188
C -6.39788 5.47979 0.65240
C -5.07825 4.79673 1.10004
O -5.05099 4.52392 2.45805
C -3.87070 3.87810 2.89930
O -2.80022 3.61870 2.33062
O -4.16377 3.76099 4.23061
C -3.18167 3.26987 5.23385
H -6.38667 5.73740 -0.40666
H -6.67645 6.27437 1.34461
H -7.24071 4.81390 0.46714
H -4.18758 5.26224 0.67799
H -5.07900 3.85606 0.54937
H -2.56457 4.01088 5.74196
H -2.62902 2.49286 4.70571
H -3.65518 2.73695 6.05841
C 7.06686 -2.58010 3.97781
C 5.95093 -1.88902 4.91766
O 4.59951 -2.00187 4.43177
C 4.09682 -0.93783 3.80351
O 4.77928 -0.01518 3.39439
O 2.84275 -1.11814 3.54815
C 2.10868 -0.29593 2.60724
H 8.06209 -2.22256 4.24200
H 6.77586 -2.40944 2.94132
H 7.16471 -3.63832 4.22004
H 6.25207 -0.86143 5.12128
H 5.98278 -2.27617 5.93609
H 2.57717 0.68172 2.49400
H 1.06581 -0.37618 2.91399
H 2.17984 -0.69374 1.59493
C -1.64888 -6.54065 -4.28413
C -2.60878 -7.35518 -5.08434
O -3.97257 -7.10148 -4.58243
C -5.03953 -7.64917 -5.20753
O -5.00450 -8.47322 -6.12120
O -6.18866 -7.14241 -4.73134
C -7.40451 -7.70013 -5.23334
H -1.67877 -6.90064 -3.25573
H -1.95119 -5.49525 -4.34611
H -0.66179 -6.57257 -4.74535
H -2.31471 -8.38462 -4.87967
H -2.40213 -7.36618 -6.15452
H -7.57314 -7.29482 -6.23103
H -8.15331 -7.33013 -4.53297
H -7.54087 -8.76648 -5.41332
```

***

# C36H72O27

A cluster of 9 separate species, C36H72O27 in total (the ωB97M-V functional and the def2-TZVPD basis, the OMol25 dataset).

- Structure (SMILES): CCOC(=O)OC.CCOC(=O)OC.CCOC(=O)OC.CCOC(=O)OC.CCOC(=O)OC.CCOC(=O)OC.CCOC(=O)OC.CCOC(=O)OC.CCOC(=O)OC
- Energy relative to the best compared isomer or geometry (same formula, charge and spin): 4.9747 eV
- Calculated total energy: -3446.33162 hartree
- Total charge: 0
- HOMO-LUMO gap: 10.96 eV
- E_HOMO: -10.6 eV

The geometry in XYZ format:
```
135
C36H72O27 the ωB97M-V functional and the def2-TZVPD basis
C -3.25107 2.39470 -5.07962
C -4.59919 1.92341 -4.48700
O -4.56095 1.77687 -3.06107
C -4.10082 0.73183 -2.43704
O -3.79944 -0.35198 -2.92023
O -4.05602 1.06760 -1.16111
C -3.57985 0.12765 -0.17363
H -3.45515 2.67847 -6.11206
H -2.53609 1.57546 -5.00383
H -2.74897 3.22913 -4.59000
H -4.83757 0.98136 -4.98080
H -5.45318 2.52376 -4.80067
H -3.64664 0.63742 0.78750
H -2.58833 -0.31161 -0.28342
H -4.14875 -0.78968 -0.02210
C -1.74395 -6.61282 -1.56286
C -2.55109 -7.04259 -2.76291
O -2.95376 -5.87000 -3.45429
C -3.75765 -5.99449 -4.51951
O -4.28640 -6.99417 -4.98674
O -3.76711 -4.88190 -5.26018
C -3.15604 -3.61802 -4.90762
H -2.23236 -5.79945 -1.02623
H -0.85821 -6.13380 -1.98010
H -1.46895 -7.42223 -0.88659
H -3.41811 -7.61867 -2.43962
H -1.88002 -7.60900 -3.40862
H -2.07099 -3.67906 -4.99155
H -3.45543 -3.23817 -3.93080
H -3.57784 -2.85188 -5.55815
C -1.87687 -3.17023 2.97756
C -3.07620 -2.42750 2.40291
O -3.57845 -3.02085 1.22548
C -4.47771 -3.96436 1.27209
O -4.82627 -4.45094 2.31002
O -4.91504 -4.15824 -0.00896
C -4.63087 -3.39867 -1.20285
H -0.98115 -3.31179 2.37281
H -2.19447 -4.08819 3.47211
H -1.53216 -2.67797 3.88693
H -2.72859 -1.43945 2.10120
H -3.79243 -2.12243 3.16582
H -3.54915 -3.31038 -1.30371
H -5.12939 -2.43452 -1.10290
H -5.12961 -3.90418 -2.02979
C -1.41324 -0.44860 6.17586
C -0.28610 0.26725 6.82739
O 0.84503 -0.03267 6.07089
C 1.77932 0.85694 5.70476
O 1.56441 2.05697 5.64944
O 2.93860 0.19892 5.30849
C 3.99258 1.02602 4.86372
H -2.30615 -0.37591 6.79676
H -1.28878 -1.50308 5.92950
H -1.64661 0.08782 5.25612
H -0.13967 -0.15223 7.82272
H -0.45213 1.30076 7.13131
H 4.93692 0.49445 4.74640
H 4.23814 1.79475 5.59641
H 3.68316 1.49597 3.93017
C 2.64650 9.51764 3.19636
C 2.50795 8.31328 4.20962
O 1.91662 7.25879 3.45363
C 0.99280 6.36594 3.96642
O 0.53436 6.47677 5.12851
O 0.64248 5.45752 3.07297
C -0.39984 4.55931 3.34741
H 1.70774 9.64615 2.65757
H 3.45383 9.37959 2.47715
H 2.94080 10.42643 3.72133
H 1.88157 8.58397 5.05961
H 3.50770 8.04326 4.54973
H -0.29230 3.60947 2.82363
H -1.34159 4.99976 3.01999
H -0.54176 4.32412 4.40223
C 5.20492 5.03671 -0.38556
C 3.83606 4.76467 -1.14150
O 3.85546 3.45518 -1.73612
C 3.54395 2.38010 -1.08870
O 3.10882 2.31464 0.03367
O 3.64868 1.35930 -1.99737
C 3.28131 0.02543 -1.62630
H 6.16574 4.86597 -0.87112
H 5.22991 4.19702 0.30897
H 5.15795 5.97432 0.16831
H 3.87742 5.45635 -1.98290
H 2.93384 5.06777 -0.61025
H 2.99478 -0.12957 -0.58612
H 4.11117 -0.63592 -1.87540
H 2.49109 -0.29402 -2.30572
C 1.88812 -3.42167 4.85425
C 2.68065 -4.06173 3.70992
O 2.98467 -3.17494 2.63853
C 3.97205 -2.25824 2.70831
O 4.90983 -2.25421 3.48550
O 3.75712 -1.37831 1.68852
C 4.64348 -0.38207 1.32432
H 1.42103 -4.12254 5.54614
H 1.10266 -2.82000 4.39694
H 2.52357 -2.76595 5.44951
H 2.11306 -4.88302 3.27241
H 3.61898 -4.45005 4.10596
H 4.45036 0.64371 1.63829
H 4.75836 -0.41033 0.24077
H 5.67899 -0.66625 1.51159
C -1.65359 -1.10159 -6.93619
C -0.35903 -0.79580 -7.75428
O 0.68117 -0.37124 -6.89050
C 0.57066 0.78215 -6.24274
O -0.39445 1.59830 -6.33696
O 1.73689 0.96479 -5.63932
C 1.92605 2.08377 -4.76210
H -2.28469 -0.22552 -6.78684
H -1.36953 -1.51694 -5.96928
H -2.28433 -1.83182 -7.44318
H -0.49228 -0.08087 -8.56619
H 0.08205 -1.67551 -8.22297
H 2.95795 2.23657 -4.44599
H 1.37350 1.85290 -3.85134
H 1.68310 3.04656 -5.21168
C 0.78327 0.44626 2.28708
C 0.29492 -0.80151 1.54299
O 0.37793 -0.43003 0.15688
C -0.03070 -1.29144 -0.76605
O -0.48299 -2.41585 -0.54522
O 0.14555 -0.78776 -1.95416
C -0.35852 -1.37771 -3.20447
H 0.16951 1.33191 2.12273
H 1.81019 0.75895 2.09794
H 0.60127 0.29840 3.35155
H -0.74462 -1.03644 1.77159
H 0.94127 -1.65091 1.76402
H -0.18993 -0.64920 -3.99753
H -1.40906 -1.59352 -3.39905
H 0.33041 -2.17705 -3.47749
```

***

# C36H72O44S10

A cluster of 14 separate species, C36H72O44S10 in total (the ωB97M-V functional and the def2-TZVPD basis, the OMol25 dataset).

- Energy relative to the best compared isomer or geometry (same formula, charge and spin): 0.0000 eV
- Calculated total energy: -8706.84586 hartree
- Total charge: 0
- HOMO-LUMO gap: 8.84 eV
- E_HOMO: -9.3 eV

The geometry in XYZ format:
```
162
C36H72O44S10 the ωB97M-V functional and the def2-TZVPD basis
C 2.72586 6.05082 1.06689
C 1.70520 5.83527 2.15771
C 0.76072 4.83087 1.59133
O 1.61476 4.07656 0.66178
C 2.92255 4.61143 0.61285
H 3.61925 6.62066 1.32233
H 2.22737 6.64833 0.30362
H 1.29456 6.77271 2.53277
H 2.22398 5.35348 2.98648
H 0.02018 5.31032 0.95116
H 0.20716 4.26490 2.34056
H 3.33612 4.63728 -0.39531
H 3.59612 4.01476 1.22800
C -1.64346 -4.64899 1.77922
C -0.17701 -4.66882 2.09933
C -0.10225 -6.08610 2.56932
O -1.07398 -6.80114 1.80954
C -1.82378 -5.89725 0.90853
H -1.97325 -3.78580 1.20109
H -2.26268 -4.59852 2.67483
H 0.04932 -3.91654 2.85494
H 0.48831 -4.52438 1.24810
H -0.51166 -6.01256 3.57683
H 0.90034 -6.51032 2.62366
H -2.88935 -6.10722 0.81585
H -1.26045 -5.78447 -0.01778
C -4.04503 -1.61391 3.56097
C -2.60238 -1.76037 3.34182
C -2.13833 -0.47221 3.99567
O -3.02654 -0.26400 5.11293
C -4.24597 -1.00555 4.95609
H -4.50649 -2.60032 3.51456
H -4.49464 -1.09581 2.71391
H -2.38508 -1.77027 2.27375
H -2.11866 -2.62487 3.79653
H -2.13411 0.38289 3.31973
H -1.12427 -0.61342 4.36963
H -5.08688 -0.31215 4.94341
H -4.31107 -1.75713 5.74285
C -0.66532 4.16138 -3.34076
C -1.93261 3.92217 -2.49891
C -2.26572 5.29843 -1.92913
O -1.04336 6.02434 -2.06793
C -0.01750 5.24330 -2.54478
H -1.08736 4.53487 -4.27376
H -0.02801 3.28053 -3.41832
H -1.72649 3.28011 -1.64254
H -2.69692 3.52566 -3.16727
H -2.57341 5.17312 -0.89099
H -3.06080 5.72218 -2.54263
H 0.56289 4.80265 -1.73418
H 0.63081 5.91283 -3.11004
C -3.88554 2.08780 0.90911
C -4.17680 2.34486 2.42797
O -4.73293 3.60434 2.46662
S -5.63860 3.97071 1.12358
O -5.51658 5.31767 0.62671
O -6.94612 3.32558 1.25422
O -4.74433 2.96619 0.15615
H -3.95829 1.04520 0.59962
H -2.87453 2.44787 0.71859
H -3.26935 2.53725 3.00034
H -4.82721 1.63731 2.94220
C 2.02727 0.41637 4.76070
C 2.94273 1.63578 4.55608
O 1.95496 2.52934 4.07883
S 0.51540 2.46834 4.89392
O -0.60212 2.47302 3.92402
O 0.39657 3.28573 6.10370
O 0.81038 0.91303 5.30219
H 2.51286 -0.29693 5.42666
H 1.89164 -0.07178 3.79560
H 3.64027 1.56740 3.72131
H 3.40706 2.07643 5.43831
C 5.59068 1.95657 -0.57598
C 6.76657 2.12433 0.40455
O 6.98498 0.78782 0.77166
S 5.62416 -0.08866 0.88585
O 5.02438 0.02457 2.22570
O 5.79975 -1.38518 0.30977
O 4.82615 0.82346 -0.19761
H 5.81778 1.82222 -1.63356
H 4.94669 2.83534 -0.54243
H 6.50261 2.64587 1.32456
H 7.60961 2.47710 -0.18954
C -4.91555 -2.23680 0.30680
C -5.46174 -2.40596 -1.10174
O -6.12892 -1.20363 -1.38344
S -6.97567 -0.72911 -0.05280
O -8.31119 -1.28024 -0.18653
O -6.84373 0.75551 0.23002
O -6.00117 -1.66306 0.91751
H -4.02538 -1.60783 0.29669
H -4.60871 -3.12525 0.85872
H -6.09480 -3.28566 -1.21778
H -4.65958 -2.61925 -1.80824
C 0.90673 1.51134 -0.36876
C 1.44473 1.13502 1.03434
O 0.64584 0.02556 1.44635
S -0.28010 -0.67122 0.20785
O -1.74616 -0.25616 0.29193
O 0.05839 -2.09935 0.11613
O 0.53306 0.25899 -0.87656
H 1.68188 2.01630 -0.94518
H 0.05814 2.19436 -0.33019
H 1.23461 1.91472 1.76647
H 2.51294 0.95956 1.16181
C 4.76538 -4.84486 1.60000
C 5.50616 -4.20857 2.83234
O 4.76027 -3.00828 3.02301
S 3.12385 -3.27194 2.81913
O 2.48249 -2.08295 2.34191
O 2.53075 -4.00680 3.95800
O 3.40549 -4.33737 1.56366
H 4.80113 -5.93378 1.56716
H 5.22384 -4.44461 0.69573
H 6.57297 -4.02138 2.70993
H 5.33688 -4.74488 3.76606
C 3.16344 -1.86614 -2.14618
C 3.47188 -3.21188 -1.48312
O 3.35829 -4.19445 -2.49729
S 3.02960 -3.58383 -3.98608
O 1.92436 -4.26113 -4.63267
O 4.24323 -3.42555 -4.80377
O 2.56870 -2.10859 -3.41451
H 4.06240 -1.32230 -2.43640
H 2.56483 -1.22361 -1.50049
H 2.79193 -3.52607 -0.69125
H 4.48243 -2.99586 -1.13640
C -4.26283 -1.09920 -4.39652
C -4.40285 0.25378 -5.06038
O -3.36252 1.06498 -4.62422
S -2.61262 0.45748 -3.25838
O -3.41310 0.75690 -2.05536
O -1.16024 0.65130 -3.16462
O -2.98814 -1.06218 -3.75940
H -4.27559 -2.00083 -5.00890
H -5.05298 -1.21833 -3.65519
H -5.30216 0.79412 -4.76480
H -4.34774 0.23778 -6.14887
C 3.64387 3.30516 -5.98230
C 4.96571 2.77404 -5.44550
O 4.77111 2.78336 -4.05715
S 3.20771 2.49782 -3.59052
O 2.72004 3.46902 -2.65669
O 2.90948 1.11096 -3.20598
O 2.65524 2.86095 -5.08845
H 3.39286 2.87870 -6.95350
H 3.76059 4.38889 -5.98129
H 5.86852 3.27074 -5.80094
H 5.18385 1.75747 -5.77278
C -0.61157 -4.45400 -2.99108
C -1.30759 -3.45882 -2.09433
O -2.68106 -3.60751 -2.40233
S -3.08361 -5.14212 -2.87833
O -3.92132 -5.12934 -4.12801
O -3.63196 -5.85536 -1.72501
O -1.48305 -5.55273 -3.08412
H 0.31306 -4.83737 -2.55958
H -0.42090 -4.09024 -4.00075
H -1.13137 -2.38530 -2.16212
H -1.40326 -3.74790 -1.04772
```

***

- What is the E_HOMO in the third record?
  -9.3 eV

***

- Number 3 is which compound?
  C36H72O44S10

***

- The lowest calculated total energy belongs to which entry?
  C36H72O44S10

***

- What is the formula in the third record?
  C36H72O44S10